# 1
31
Properties=species:S:1:pos:R:3:forces:R:3:nbo_charge:R:1 method="wB97M-V/def2-TZVPD" e_tot_ha=-1124.8228 largest_force_ev_per_a=3.684 lumo_ev=5.649 molar_mass_g_mol=329.75 homo_lumo_gap_ev=4.50 charge=-2 e_homo_ev=1.15
C -0.732434 1.434090 -3.365187 0.0 0.6 -0.1 -0.34
C 0.637491 1.244689 -3.621370 0.0 0.6 -0.2 -0.34
C 1.383085 1.949557 -2.644275 -0.2 0.4 -0.4 -0.40
C 0.455019 2.585171 -1.760911 -0.2 0.8 -0.9 -0.48
C -0.865574 2.251356 -2.216985 0.3 0.7 -0.8 -0.41
Cd 0.196955 0.527277 -0.870311 -0.6 -2.2 1.3 1.49
N -1.229106 -1.061139 -0.527001 -0.8 3.5 0.8 -1.66
C 0.069012 -2.339187 -1.248272 0.5 -1.3 -0.4 -0.20
C 1.160946 -1.861858 -2.034561 -1.5 -0.9 1.2 -0.81
H 2.458287 2.112344 -2.649123 -0.2 -0.3 0.2 0.20
H 1.050661 0.710789 -4.472232 0.0 -0.1 0.3 0.19
H 0.691242 3.313804 -0.993448 0.0 -0.3 0.0 0.23
H -1.790523 2.653661 -1.817960 0.1 -0.2 0.1 0.20
H -1.555479 1.017174 -3.933303 0.1 -0.1 0.2 0.19
H 1.025151 -1.776628 -3.114753 0.2 0.2 0.3 0.18
H -0.802988 -2.805969 -1.742027 0.8 0.2 0.3 0.19
H -2.085843 -0.467916 -0.110986 1.5 -2.2 -0.9 0.33
H 2.160480 -1.849074 -1.590142 -0.3 0.3 -0.2 0.18
H 0.256293 -2.704157 -0.208542 0.0 0.3 -1.2 0.20
S 1.648151 1.113241 1.321469 0.8 0.7 -0.4 -0.52
C 0.603773 0.261043 2.367674 -1.0 -1.3 0.7 -0.15
C 1.034563 -0.930033 3.015119 -0.1 0.7 0.2 -0.25
C 0.246395 -1.560751 3.973857 -0.3 0.4 -0.1 -0.23
C -1.028568 -1.046000 4.266463 -0.1 -0.2 -0.3 -0.30
C -1.552159 0.015135 3.507870 0.5 -0.2 0.1 -0.21
C -0.755261 0.635158 2.551727 0.5 0.0 0.3 -0.23
H 2.044916 -1.264850 2.786206 -0.2 -0.1 0.1 0.20
H 0.622902 -2.450298 4.493803 -0.2 0.3 -0.1 0.18
H -1.642903 -1.531106 5.022904 0.0 0.1 -0.1 0.18
H -2.579590 0.359559 3.664940 0.3 -0.2 0.0 0.18
H -1.124884 1.464928 1.949362 0.0 -0.2 0.2 0.21

***

# 2
59
Properties=species:S:1:pos:R:3:forces:R:3:nbo_charge:R:1 method="wB97M-V/def2-TZVPD" e_tot_ha=-2549.7799 largest_force_ev_per_a=2.677 lumo_ev=0.470 molar_mass_g_mol=446.02 homo_lumo_gap_ev=9.08 e_homo_ev=-8.61
C -2.981459 -0.483249 0.936998 1.2 0.4 0.0 -0.62
C -1.668821 -0.883008 0.193688 -1.8 0.5 -0.3 -0.23
Cl -1.738299 -2.665122 -0.059212 0.5 0.2 0.2 -0.06
C -1.721041 -0.190049 -1.179742 -0.6 -0.9 -0.3 -0.10
O -0.637158 -0.498151 -2.082164 0.0 0.6 1.6 -0.79
P 0.859572 -0.383948 -1.504424 1.1 -1.1 -2.2 2.58
O 1.760507 -0.158191 -2.627672 0.2 0.5 -0.4 -1.11
O 0.981521 0.760486 -0.394913 -0.8 -0.5 -0.3 -0.83
C 0.703925 2.093455 -0.892741 -0.1 0.8 1.1 -0.08
C 1.460076 3.110399 -0.005647 -0.4 -0.1 -0.7 -0.43
C 0.489023 3.931512 0.852865 0.6 -0.1 0.7 -0.41
C -0.180361 3.139800 1.981758 0.2 -0.2 -0.9 -0.19
N 0.747517 2.694767 3.015158 -1.1 0.4 -0.7 -0.35
C 0.408309 1.682458 3.839701 -0.4 -1.3 1.0 -0.06
C 1.428122 1.418658 4.704719 0.4 0.7 -0.4 -0.30
C 2.437528 2.359678 4.355990 1.1 -0.6 1.3 -0.29
C 2.000347 3.138255 3.337865 -0.2 0.2 -0.4 -0.09
O 1.188465 -1.769411 -0.814900 -0.2 1.2 1.4 -1.12
Si 2.367848 -1.786724 0.436246 1.0 -0.7 0.3 1.87
C 3.934210 -0.987570 -0.226911 -0.2 -0.2 -0.2 -1.15
C 1.787093 -1.062516 2.062387 -0.1 0.0 -0.2 -1.15
C 2.814814 -3.584142 0.791672 -0.6 0.6 0.1 -1.13
H -3.257140 0.518562 0.590924 -0.3 -0.2 0.1 0.21
H -2.731131 -0.379368 1.995615 -0.4 -0.2 0.0 0.22
H -3.764854 -1.218596 0.781258 -0.1 0.2 0.0 0.24
H -0.845421 -0.561789 0.830107 0.4 -0.5 -0.4 0.23
H -2.640265 -0.552881 -1.676259 0.4 0.0 0.1 0.21
H -1.866589 0.890780 -1.087647 0.4 -0.1 0.2 0.19
H 0.929151 2.205997 -1.953381 0.1 -0.3 0.1 0.23
H -0.360523 2.280361 -0.710962 0.0 -0.1 -0.4 0.16
H 1.999489 3.796085 -0.665685 0.1 -0.1 0.2 0.22
H 2.196136 2.564511 0.589380 -0.1 0.1 0.0 0.24
H 1.063151 4.746409 1.308937 -0.3 0.1 -0.1 0.21
H -0.299698 4.370240 0.235578 0.1 0.0 0.0 0.22
H -1.033635 3.695858 2.380856 0.3 0.1 0.2 0.21
H -0.588327 2.220585 1.537243 -0.1 0.1 0.1 0.19
H -0.520454 1.127971 3.839441 -0.1 0.4 -0.5 0.21
H 1.448700 0.649441 5.457699 0.1 0.1 0.0 0.22
H 3.407737 2.428720 4.829232 -0.1 0.1 -0.1 0.22
H 2.487895 3.954716 2.832782 -0.1 -0.1 -0.1 0.22
H 3.762175 -0.028936 -0.719576 0.1 0.0 0.1 0.25
H 4.321457 -1.674004 -0.991052 -0.1 0.1 0.0 0.25
H 4.720688 -0.911797 0.530599 -0.2 0.1 0.1 0.24
H 0.825837 -1.482195 2.382659 0.1 0.1 0.0 0.24
H 1.725345 0.027252 2.073346 0.0 -0.1 0.0 0.25
H 2.529622 -1.353855 2.815406 -0.1 0.0 -0.1 0.25
H 3.642080 -3.586571 1.509415 0.0 0.0 -0.2 0.24
H 3.083964 -4.139436 -0.107509 0.0 -0.1 0.1 0.24
H 1.961635 -4.037934 1.309905 0.1 -0.2 -0.3 0.24
C -4.896098 -3.403332 -4.811982 0.0 -0.1 -0.1 -0.83
S -4.339653 -1.908056 -3.981930 0.1 -0.1 0.1 1.24
O -4.923393 -0.754531 -4.713478 0.0 0.0 0.0 -0.98
C -2.617852 -2.049679 -4.482389 0.1 0.0 -0.1 -0.83
H -5.969772 -3.496415 -4.661055 0.0 0.1 0.0 0.24
H -4.680387 -3.332897 -5.878206 0.0 0.1 0.0 0.23
H -4.391214 -4.267296 -4.379275 0.0 0.0 0.0 0.23
H -2.553056 -2.072338 -5.570502 -0.1 0.0 0.0 0.23
H -2.190082 -2.958205 -4.057602 0.0 0.0 0.1 0.23
H -2.077255 -1.184760 -4.102618 0.0 0.0 0.0 0.25

***

# 3
14
Properties=species:S:1:pos:R:3:forces:R:3:nbo_charge:R:1 method="wB97M-V/def2-TZVPD" e_tot_ha=-593.4114 largest_force_ev_per_a=3.827 lumo_ev=0.901 molar_mass_g_mol=100.19 homo_lumo_gap_ev=10.00 e_homo_ev=-9.10
C 0.451427 -0.711486 0.583220 1.3 0.1 -0.7 -0.12
C 1.793258 -0.537286 0.750665 -1.9 -0.7 1.3 -0.40
C -1.419550 0.516203 -0.577320 -3.0 2.4 -0.3 -0.14
C -1.952542 0.945248 0.569763 -1.0 0.6 -2.9 -0.42
C -0.230922 -0.310209 -0.676786 0.1 -0.7 0.0 -0.52
S 2.634696 0.491096 -0.343275 0.9 2.0 -0.3 -0.01
H -0.279916 -1.269127 1.139064 0.6 -0.3 1.3 0.22
H 2.402001 -0.779461 1.641032 -0.9 -0.3 -0.5 0.23
H -2.022038 0.755958 -1.523820 1.2 -0.6 1.2 0.20
H -1.376105 0.834687 1.382524 1.7 -0.5 3.3 0.18
H -2.852341 1.537224 0.685841 0.0 -0.2 -0.3 0.20
H 0.499614 0.042019 -1.366884 0.1 0.2 -0.9 0.24
H -0.767672 -1.186316 -1.018897 0.7 -1.0 -0.7 0.23
H 3.120089 -0.328548 -1.245132 0.2 -0.8 -0.4 0.12

***

# 4
163
Properties=species:S:1:pos:R:3:forces:R:3:mulliken_charge:R:1 method="wB97M-V/def2-TZVPD" e_tot_ha=-3873.0954 largest_force_ev_per_a=3.330 lumo_ev=0.548 molar_mass_g_mol=1005.23 homo_lumo_gap_ev=9.06 smiles="CN(C)P(=O)(N(C)C)N(C)C.CN(C)P(=O)(N(C)C)N(C)C.CCOC(=O)C(F)(F)F.C1CCOC1.C1CCOC1.C1CCOC1.C1CCOC1.C1CCOC1.C1CCOC1.C1CCOC1" e_homo_ev=-8.51
C 16.719154 18.486714 16.903863 -0.3 0.6 -0.4 -0.71
C 15.305759 18.648441 17.429738 -0.5 -1.3 -1.1 0.57
O 14.929478 20.030227 17.298879 -1.1 0.2 0.9 -0.10
C 13.760419 20.357751 17.878555 1.7 0.9 -1.3 0.18
O 13.021341 19.729866 18.542793 -0.6 -1.5 1.1 -0.51
C 13.364477 21.754402 17.428612 0.4 0.1 -1.0 0.94
F 12.889976 21.615090 16.176025 -0.4 0.3 -0.1 -0.21
F 12.423897 22.254183 18.193627 -0.3 0.4 0.3 -0.27
F 14.383293 22.606551 17.330716 0.2 0.3 0.4 -0.28
H 16.834592 17.441974 16.673771 0.4 -0.4 0.0 0.04
H 17.519605 18.849754 17.555457 -0.2 -0.2 0.1 0.42
H 16.827341 19.023043 15.943671 -0.1 -0.2 0.4 -0.21
H 15.151012 18.294865 18.451025 0.2 0.3 0.1 0.43
H 14.609398 18.031405 16.774613 0.7 0.8 0.7 -0.37
O 19.504066 14.647866 12.221467 0.7 -0.9 -1.0 0.16
P 19.994362 13.339025 11.660651 -2.7 1.2 1.3 -0.98
N 19.528208 12.958927 10.115625 1.6 -0.1 -0.4 0.79
C 20.456620 12.591215 9.036565 -1.1 0.3 -0.7 -1.08
C 18.149097 13.004005 9.782548 -2.1 0.9 -1.4 -0.89
N 19.221819 12.157800 12.570800 0.7 -0.1 -1.8 0.34
C 19.020209 12.398255 13.961937 1.1 1.2 -0.2 -0.96
C 18.913972 10.801902 12.126578 0.5 -0.2 1.5 -1.18
N 21.602221 13.181641 11.777154 0.9 0.4 0.1 0.54
C 22.200493 11.882833 12.125304 0.5 2.1 -0.2 -1.00
C 22.473552 14.293446 11.375329 0.2 0.5 -1.2 -0.72
H 20.185054 11.624049 8.600908 0.0 -0.2 0.2 0.32
H 21.476690 12.518095 9.381301 0.2 0.3 0.1 0.33
H 20.334713 13.302022 8.180502 0.4 -0.2 0.7 0.24
H 17.590015 12.091919 9.991191 0.1 -0.3 0.2 0.24
H 17.919058 13.221172 8.686463 0.9 -0.2 1.2 0.34
H 17.621776 13.816189 10.306268 0.3 -0.2 0.1 0.06
H 19.965988 12.715697 14.392591 0.1 -0.3 0.6 0.29
H 18.323387 13.164330 14.228582 -0.7 0.7 -0.4 0.10
H 18.648393 11.518428 14.361972 -0.3 -1.8 1.3 0.55
H 17.930360 10.643880 12.560129 -0.5 -0.6 -0.6 0.44
H 18.960279 10.712353 11.051186 -0.2 -0.1 -0.1 0.33
H 19.554515 9.990590 12.608986 -0.3 1.0 -0.6 0.29
H 21.501923 11.386654 12.747735 -0.5 -0.9 0.3 0.30
H 22.446457 11.375425 11.213444 0.3 -0.9 -0.2 0.26
H 23.084475 12.107496 12.728669 0.1 -0.3 -0.2 0.37
H 22.087971 15.315202 11.532202 -0.6 -0.7 0.5 0.01
H 22.669463 14.334085 10.259898 0.2 -0.5 1.0 0.20
H 23.411158 14.264166 11.934364 0.0 -0.3 -0.2 0.39
O 13.441552 16.700355 15.319891 -1.9 -0.2 0.2 -1.01
P 11.931393 16.875904 15.280197 2.2 0.8 -0.1 0.26
N 11.426034 18.154100 14.335044 0.5 -0.2 -1.4 -0.03
C 12.256212 19.380372 14.533448 -0.5 -0.5 -0.8 0.82
C 11.415992 17.804131 12.874723 -1.0 0.7 -0.2 -0.89
N 11.303805 17.342972 16.733930 -0.4 -0.9 0.5 0.71
C 11.662153 16.680625 17.991752 0.9 -0.6 -0.2 -1.01
C 10.239597 18.291468 16.895270 -1.6 1.5 0.6 -0.98
N 11.188285 15.562466 14.623729 0.2 1.1 0.3 0.68
C 11.955421 14.411319 14.358134 0.1 -1.9 -0.6 -1.05
C 9.749610 15.480603 14.593819 0.6 -0.4 0.6 -1.17
H 13.214523 19.284910 13.954731 -0.9 0.3 0.6 -0.84
H 12.486323 19.503775 15.584118 -0.1 -0.1 0.0 -0.15
H 11.633568 20.223641 14.176662 0.7 -0.2 0.1 0.31
H 12.420943 17.492109 12.550108 -0.2 0.5 -0.3 0.34
H 10.970912 18.680872 12.289754 1.1 -1.0 0.8 0.20
H 10.747391 16.956505 12.646249 0.2 0.4 0.4 0.28
H 12.442360 15.901159 17.863718 -0.6 0.2 -0.4 0.27
H 12.195801 17.390319 18.621004 -0.5 0.3 0.4 0.21
H 10.787951 16.218779 18.495325 0.4 0.4 -0.2 0.33
H 10.020377 18.830374 15.951298 0.6 -0.2 0.7 0.32
H 9.186755 17.921163 17.179332 1.6 -0.3 0.0 0.24
H 10.557152 19.009626 17.710098 -0.5 -0.5 -0.9 0.29
H 13.026645 14.562310 14.381235 0.0 0.5 0.1 0.23
H 11.729965 13.645164 15.096258 0.0 -0.4 0.2 0.27
H 11.712227 13.968932 13.378858 0.0 0.2 0.1 0.33
H 9.376828 16.448403 14.867360 -0.6 0.3 0.5 0.30
H 9.406737 14.659768 15.219928 -0.2 0.1 0.6 0.34
H 9.348010 15.250415 13.639198 -0.1 -0.1 -1.4 0.40
C 18.106225 18.265632 9.182394 1.2 0.1 -0.9 1.96
C 17.516324 18.960416 7.912686 0.0 -0.7 0.3 -0.68
C 17.814919 17.983574 6.706086 1.1 1.2 2.8 -0.64
O 18.570415 16.902017 7.249691 -0.5 -0.2 -0.1 -0.51
C 19.127301 17.281653 8.513870 -0.4 0.9 -0.3 -0.09
H 17.346910 17.717902 9.681075 -0.8 -0.7 0.5 -0.60
H 18.619297 18.906765 9.959849 -0.7 -0.4 -1.3 -1.14
H 18.097033 19.833928 7.748381 0.2 1.2 -0.1 0.24
H 16.421939 19.198707 7.963265 1.1 -0.1 0.2 0.25
H 18.344518 18.531674 5.931880 0.1 -0.2 -0.3 0.31
H 16.868876 17.659413 6.448389 -1.6 -1.1 -1.4 0.37
H 20.052428 17.821578 8.252662 0.0 -0.3 0.8 0.31
H 19.292035 16.368231 9.101960 0.2 0.3 -0.2 -0.09
C 20.535436 16.203403 16.772159 -0.9 0.9 0.3 -0.66
C 19.994251 15.093404 15.872853 0.2 -1.0 0.8 -0.55
C 18.744879 15.703927 15.268617 0.8 1.6 0.3 0.42
O 19.045209 17.157003 15.140893 0.4 -1.4 0.3 0.33
C 20.308086 17.385873 15.771963 0.7 -0.2 -0.1 -0.64
H 21.584387 16.041588 17.044044 -0.2 0.2 0.0 0.42
H 19.913254 16.375841 17.712420 0.7 -0.4 -1.1 0.24
H 19.804657 14.121427 16.362253 -0.2 0.5 0.2 0.49
H 20.777067 14.809960 15.135147 -0.7 0.6 -0.1 -0.05
H 17.823666 15.656869 15.849153 0.1 -0.4 0.3 0.35
H 18.605226 15.301666 14.310543 -0.5 -0.3 -1.5 -0.71
H 20.221385 18.398907 16.191016 0.4 -0.4 0.1 0.40
H 21.172718 17.323305 15.035503 -1.0 0.4 0.5 0.11
C 19.915545 19.364776 12.301934 -0.5 2.1 -0.8 1.88
C 20.987813 20.514557 12.107207 -1.2 2.4 0.4 -0.46
C 21.802893 20.120352 10.863862 0.0 -1.0 0.4 -0.44
O 21.140417 18.951284 10.378900 -0.4 -0.1 -0.5 -0.40
C 20.564801 18.298955 11.502386 -0.4 -1.4 -0.6 -0.38
H 18.898329 19.638902 11.857975 1.4 -0.1 0.3 -0.57
H 19.686889 19.182357 13.329554 0.3 -0.5 0.7 -0.19
H 21.617745 20.721033 13.004367 -0.4 -0.6 -0.6 0.46
H 20.461307 21.527785 11.929771 0.7 -1.5 0.2 -0.15
H 22.808058 19.753207 11.118281 0.1 0.6 0.2 0.27
H 21.866945 20.872944 10.060222 -0.2 -0.3 0.4 0.30
H 21.297270 17.716430 12.049036 0.6 0.2 0.4 0.07
H 19.878316 17.522939 11.155014 -0.1 0.2 -0.2 -0.30
C 12.127029 22.710721 10.050637 -0.8 1.1 0.2 -0.72
C 13.481197 22.374799 10.676856 -0.4 -1.2 0.6 -0.10
C 13.053735 21.524154 11.991705 1.1 1.7 -1.4 0.70
O 11.651351 21.755466 12.045384 -0.2 -2.1 1.7 -0.41
C 11.205756 22.828701 11.278649 2.8 0.9 0.1 -0.59
H 11.687740 21.907910 9.489983 0.3 -0.5 -0.7 0.33
H 12.147868 23.633435 9.442187 0.0 -0.5 0.2 0.36
H 13.988270 23.268197 11.023930 0.2 0.2 -0.2 0.17
H 14.118021 21.822091 9.960237 -0.2 0.2 0.6 0.03
H 13.560745 21.962742 12.898113 -0.5 -0.5 -0.8 -0.18
H 13.367030 20.458376 11.881601 -0.9 0.7 0.2 -0.22
H 11.458818 23.777090 11.787617 -0.3 0.0 0.0 0.23
H 10.157393 22.730760 11.200943 -1.1 -0.1 -0.6 0.39
C 16.524776 17.590521 12.855076 -1.0 -1.6 1.6 1.86
C 16.356464 16.143394 12.277091 0.3 1.4 -1.5 0.93
C 14.910317 16.167461 11.831750 -0.3 -0.3 0.0 -0.25
O 14.677683 17.465606 11.356428 0.3 1.4 0.0 -0.63
C 15.397408 18.364882 12.225270 -0.3 0.0 -0.6 1.08
H 17.442338 18.052331 12.718899 2.0 0.5 -0.9 -1.33
H 16.477587 17.613867 13.965564 -0.5 -0.3 -0.5 -0.68
H 16.530362 15.332712 12.966191 0.6 -0.2 0.0 0.37
H 16.925384 16.102711 11.303742 0.0 -0.4 1.3 -0.83
H 14.264946 15.986717 12.708376 -0.1 -0.4 -0.3 -0.22
H 14.724684 15.521867 10.954103 -0.2 -0.1 0.8 0.53
H 14.759290 18.744357 12.998465 -0.7 0.1 0.4 -0.99
H 15.733722 19.237936 11.669809 0.0 -0.1 -0.4 0.24
C 17.311992 21.773807 15.014391 0.2 -1.2 0.6 0.24
C 17.503216 23.252115 14.690415 -1.9 0.6 -0.4 -0.95
C 16.713120 23.445500 13.317281 2.4 -0.5 0.5 -0.56
O 16.522846 22.103281 12.893347 -0.6 0.3 -0.8 -0.10
C 16.217937 21.317601 14.075067 1.9 -0.8 -2.6 0.68
H 16.985196 21.612773 16.037381 0.1 0.1 0.3 0.31
H 18.213867 21.145008 14.863038 -0.4 0.5 0.0 -0.01
H 18.512190 23.526530 14.585165 1.3 0.3 -0.1 0.34
H 17.041599 23.880846 15.480932 0.3 -0.3 -0.5 0.25
H 17.214822 24.086869 12.535626 0.1 -1.2 0.6 0.31
H 15.839063 24.002529 13.499022 -1.8 0.2 0.4 0.43
H 16.172235 20.235889 13.693490 0.4 1.6 1.0 -1.06
H 15.270959 21.613415 14.373427 -2.1 0.4 1.1 -0.05
C 17.239554 22.800393 9.020496 0.3 0.0 -1.7 -0.18
C 18.307816 22.153627 9.860101 1.7 0.9 0.4 2.68
C 19.608713 22.917842 9.399376 -0.8 0.5 2.0 -0.69
O 19.150290 24.203144 8.984587 0.8 -0.1 0.3 -0.47
C 18.024160 23.933706 8.237081 -2.7 -0.3 0.5 -0.68
H 16.456293 23.233615 9.605812 -0.4 0.3 0.5 -0.09
H 16.758437 22.112612 8.311437 0.2 0.1 0.1 0.28
H 18.466259 21.076003 9.792009 -0.4 0.1 0.0 -1.09
H 18.155885 22.464601 10.892091 0.0 -0.5 0.2 -0.96
H 20.128431 22.406440 8.634850 0.5 -0.6 -1.3 0.35
H 20.313084 23.089765 10.228305 -0.2 -0.1 -0.3 0.26
H 18.265091 23.589525 7.246233 0.3 -0.2 -0.6 0.32
H 17.324516 24.790778 8.159632 0.9 0.0 0.0 0.41